<a>
Here is a 14-piece molecular cluster, C14H56N28O14 overall from the Open Molecules 2025 dataset. Energies are from ωB97M-V/def2-TZVPD.

Last column: Mulliken charge in e.
CARTESIAN COORDINATES (ANGSTROEM)
C: -0.26 -4.18 -4.21  0.668
O: 0.97 -4.30 -4.57  -0.793
N: -1.32 -4.52 -4.89  -0.319
N: -0.56 -3.99 -2.94  -0.205
H: -1.20 -4.97 -5.79  0.274
H: -2.20 -4.66 -4.42  0.167
H: 0.10 -3.80 -2.20  0.041
H: -1.56 -3.93 -2.80  0.127
C: 2.08 -1.30 -3.59  0.055
O: 1.69 -0.71 -2.62  -0.487
N: 1.62 -1.29 -4.78  -0.155
N: 2.79 -2.40 -3.45  -0.327
H: 2.13 -1.69 -5.55  0.216
H: 0.90 -0.65 -5.07  0.221
H: 3.79 -2.24 -3.47  0.163
H: 2.51 -3.19 -4.01  0.285
C: -3.36 -0.37 -4.29  0.687
O: -4.36 0.37 -4.43  -0.715
N: -2.94 -1.29 -5.17  -0.327
N: -2.47 -0.26 -3.40  -0.007
H: -3.48 -1.52 -6.00  0.242
H: -1.96 -1.51 -5.17  0.064
H: -2.65 0.45 -2.70  0.175
H: -1.65 -0.84 -3.43  0.044
C: -2.86 2.04 -1.06  -0.210
O: -3.22 1.33 -0.16  -0.563
N: -1.61 2.22 -1.32  0.510
N: -3.68 2.71 -1.81  -0.259
H: -0.91 1.91 -0.66  -0.518
H: -1.41 2.95 -1.98  0.136
H: -4.67 2.74 -1.62  0.280
H: -3.33 2.94 -2.73  0.186
C: -4.27 -2.25 0.66  0.413
O: -5.26 -2.54 0.01  -0.765
N: -3.84 -1.06 0.93  0.019
N: -3.38 -3.12 0.82  -0.186
H: -4.16 -0.20 0.51  0.270
H: -2.90 -0.94 1.27  -0.174
H: -3.53 -4.11 0.75  0.175
H: -2.48 -2.68 0.91  0.115
C: 3.93 -2.01 0.04  0.552
O: 4.90 -2.23 -0.62  -0.747
N: 2.92 -1.39 -0.30  0.440
N: 3.78 -2.38 1.27  -0.404
H: 2.12 -1.33 0.31  -0.114
H: 2.88 -1.21 -1.30  -0.164
H: 2.85 -2.34 1.66  0.123
H: 4.53 -3.01 1.51  0.258
C: -1.22 -0.49 5.43  0.168
O: -2.17 0.30 5.50  -0.774
N: -0.42 -0.83 6.41  -0.321
N: -0.71 -0.98 4.36  0.366
H: -0.80 -0.66 7.33  0.255
H: 0.28 -1.54 6.25  0.170
H: 0.15 -1.44 4.59  0.268
H: -0.74 -0.61 3.42  -0.387
C: 0.11 -4.33 1.66  0.516
O: 0.70 -3.29 1.46  -0.387
N: -0.52 -4.57 2.79  -0.447
N: -0.02 -5.28 0.82  -0.404
H: -1.24 -5.28 2.78  0.172
H: -0.36 -3.83 3.46  0.212
H: 0.24 -5.02 -0.12  0.187
H: -0.63 -6.07 0.96  0.189
C: 0.29 4.70 0.23  0.507
O: 0.60 3.87 1.03  -0.477
N: -0.42 5.80 0.34  -0.451
N: 0.67 4.65 -0.98  -0.140
H: -0.55 6.11 1.29  0.255
H: -0.78 6.42 -0.38  0.143
H: 0.24 5.28 -1.64  0.178
H: 1.22 3.86 -1.30  0.060
C: 2.96 2.30 -2.87  0.416
O: 1.98 2.44 -2.16  -0.568
N: 4.20 2.09 -2.48  -0.243
N: 2.94 2.37 -4.19  -0.451
H: 5.03 1.98 -3.04  0.202
H: 4.21 1.86 -1.49  -0.014
H: 3.76 2.11 -4.72  0.187
H: 2.01 2.24 -4.58  0.260
C: 4.66 2.98 0.95  0.587
O: 5.47 2.98 0.06  -0.769
N: 3.42 3.16 0.75  -0.100
N: 4.82 2.64 2.14  -0.296
H: 3.25 3.03 -0.23  -0.133
H: 2.71 3.37 1.44  0.241
H: 5.73 2.42 2.51  0.184
H: 3.96 2.71 2.67  0.495
C: 1.46 2.18 3.92  0.379
O: 2.52 2.44 3.52  -0.746
N: 1.31 1.48 5.01  -0.317
N: 0.25 2.59 3.56  -0.289
H: 0.40 1.33 5.42  0.149
H: 2.15 1.18 5.50  0.215
H: -0.47 1.95 3.86  0.232
H: 0.23 3.16 2.73  0.472
C: -3.77 2.15 3.03  0.373
O: -4.52 2.64 2.17  -0.751
N: -2.58 1.76 2.68  0.040
N: -4.10 2.04 4.27  -0.236
H: -2.24 1.09 3.35  0.064
H: -2.37 1.74 1.69  -0.228
H: -4.93 2.48 4.64  0.235
H: -3.51 1.52 4.90  0.288
C: -0.22 -0.28 0.60  -0.105
O: -1.02 -0.44 1.53  0.786
N: -0.34 -1.14 -0.40  1.000
N: 0.65 0.58 0.39  0.996
H: 0.26 -0.91 -1.18  -0.438
H: -0.92 -1.96 -0.41  -0.124
H: 1.04 0.46 -0.54  -0.439
H: 0.69 1.25 1.14  -0.877

---

<b>
Here is a 14-piece molecular cluster, C14H56N28O14 overall from the Open Molecules 2025 dataset. Energies are from ωB97M-V/def2-TZVPD.

Last column: Mulliken charge in e.
CARTESIAN COORDINATES (ANGSTROEM)
C: -25.87 36.41 -6.28  0.569
O: -26.84 37.15 -6.48  -0.911
N: -25.27 35.61 -7.20  0.679
N: -25.52 35.95 -5.08  0.425
H: -24.71 34.86 -6.82  -0.450
H: -25.56 35.74 -8.16  -0.262
H: -26.12 36.16 -4.29  -0.386
H: -24.66 35.43 -5.08  -0.109
C: -26.52 30.73 -5.25  0.742
O: -27.67 31.13 -4.95  -0.726
N: -25.62 31.41 -5.90  -0.085
N: -26.00 29.57 -4.84  -0.383
H: -24.66 31.15 -6.09  0.086
H: -26.00 32.21 -6.39  -0.038
H: -26.40 28.98 -4.12  0.223
H: -25.14 29.25 -5.27  0.137
C: -29.49 37.25 -9.16  0.682
O: -30.17 37.01 -10.18  -0.779
N: -29.66 38.30 -8.38  -0.334
N: -28.63 36.46 -8.62  0.060
H: -30.26 39.00 -8.79  0.226
H: -29.00 38.56 -7.66  0.182
H: -28.41 35.56 -9.03  0.017
H: -28.25 36.70 -7.72  0.082
C: -25.80 35.93 -11.62  0.501
O: -26.24 36.93 -11.14  -0.664
N: -26.30 35.20 -12.58  -0.454
N: -24.59 35.49 -11.35  -0.159
H: -26.96 35.70 -13.15  0.265
H: -25.92 34.30 -12.83  0.147
H: -24.13 35.97 -10.59  0.014
H: -24.21 34.66 -11.78  0.131
C: -27.96 40.11 -4.59  0.572
O: -26.93 40.59 -5.00  -0.519
N: -28.86 40.65 -3.81  -0.506
N: -28.14 38.82 -4.77  0.028
H: -29.26 40.10 -3.06  0.161
H: -28.73 41.64 -3.65  0.291
H: -29.00 38.51 -4.34  0.186
H: -27.61 38.30 -5.46  0.119
C: -25.54 39.85 -8.50  0.293
O: -25.65 40.37 -7.37  -0.506
N: -24.93 40.44 -9.51  -0.317
N: -26.18 38.71 -8.84  0.116
H: -24.23 41.13 -9.29  0.229
H: -25.18 40.38 -10.49  0.250
H: -26.21 38.38 -9.79  0.332
H: -26.76 38.38 -8.08  -0.356
C: -26.99 33.03 -9.41  0.414
O: -25.96 33.40 -8.93  -0.414
N: -27.41 31.85 -9.16  -0.398
N: -27.77 33.59 -10.29  -0.376
H: -28.16 31.54 -9.76  0.132
H: -26.78 31.14 -8.82  0.253
H: -27.59 34.37 -10.90  0.190
H: -28.59 33.05 -10.49  0.106
C: -22.21 35.91 -2.75  -0.062
O: -22.84 36.55 -3.59  -0.603
N: -22.06 36.21 -1.56  -0.196
N: -21.92 34.64 -2.96  -0.459
H: -22.65 36.98 -1.28  0.348
H: -21.34 35.74 -1.04  0.192
H: -21.22 34.24 -2.34  0.126
H: -22.16 34.30 -3.88  0.183
C: -27.73 35.51 -1.32  0.495
O: -26.96 35.90 -2.18  -0.365
N: -27.70 35.82 -0.04  -0.393
N: -28.67 34.64 -1.57  -0.491
H: -26.97 36.34 0.43  0.199
H: -28.48 35.48 0.50  0.128
H: -29.19 34.31 -0.77  0.108
H: -28.95 34.52 -2.54  0.253
C: -24.83 32.79 -2.22  0.595
O: -23.95 31.94 -2.52  -0.806
N: -26.05 32.36 -2.04  -0.219
N: -24.73 34.10 -2.11  -0.009
H: -26.80 33.01 -1.82  0.095
H: -26.29 31.38 -2.01  0.208
H: -23.78 34.42 -2.04  0.340
H: -25.58 34.64 -2.21  0.071
C: -24.79 38.57 -0.57  0.587
O: -23.84 37.85 -0.61  -0.720
N: -25.90 38.43 -1.33  -0.011
N: -24.94 39.40 0.38  -0.406
H: -25.89 37.56 -1.84  -0.202
H: -26.59 39.12 -1.57  0.179
H: -24.12 39.45 0.97  0.273
H: -25.80 39.91 0.47  0.182
C: -22.41 32.97 -7.35  0.614
O: -22.74 33.59 -6.35  -0.429
N: -21.28 32.28 -7.46  -0.439
N: -23.30 32.71 -8.35  -0.132
H: -20.62 32.26 -6.70  0.241
H: -21.18 31.76 -8.32  0.116
H: -22.98 32.12 -9.10  0.197
H: -24.24 33.07 -8.43  0.123
C: -23.55 39.46 -5.13  0.425
O: -23.91 40.51 -5.64  -0.656
N: -24.28 38.82 -4.28  0.154
N: -22.71 38.61 -5.64  -0.246
H: -23.76 38.02 -3.96  0.419
H: -24.97 39.19 -3.65  0.008
H: -22.20 38.77 -6.50  0.205
H: -22.58 37.77 -5.09  0.134
C: -22.14 37.79 -10.19  0.537
O: -21.24 37.22 -9.55  -0.721
N: -23.38 38.01 -9.79  0.160
N: -21.98 37.75 -11.46  -0.335
H: -23.82 37.67 -8.94  -0.108
H: -23.84 38.52 -10.53  0.026
H: -22.83 37.90 -12.00  0.166
H: -21.13 37.54 -11.96  0.209

---

Short version: <a> is the least stable of them.

---

<a>
Here is one molecule with the formula C4H5ClS from the Open Molecules 2025 dataset. Energies are from ωB97M-V/def2-TZVPD.

Output
SMILES string	C=C(Cl)[C@H]1CS1

Last column: natural (NBO) charge in e.
CARTESIAN COORDINATES (ANGSTROEM)
C: 0.70 0.51 0.12  -0.029
C: 1.02 1.70 -0.44  -0.404
C: -0.63 0.17 0.67  -0.404
C: -1.90 0.84 0.32  -0.430
H: 1.98 1.90 -0.91  0.220
H: 0.29 2.52 -0.38  0.204
H: -0.55 -0.25 1.67  0.241
H: -2.66 0.91 1.09  0.234
H: -1.90 1.63 -0.44  0.235
S: -1.56 -0.87 -0.41  0.120
Cl: 1.92 -0.71 0.09  0.014

---

<b>
Here is one molecule with the formula C4H5ClS from the Open Molecules 2025 dataset. Energies are from ωB97M-V/def2-TZVPD.

Output
SMILES string	S=C/C=C/CCl

Last column: natural (NBO) charge in e.
CARTESIAN COORDINATES (ANGSTROEM)
C: -1.69 0.07 0.49  -0.404
C: -0.28 -0.40 0.33  -0.112
C: 0.63 0.36 -0.28  -0.282
C: 2.10 0.22 -0.49  -0.270
H: -1.81 1.13 0.29  0.223
H: -2.03 -0.13 1.52  0.232
H: 0.04 -1.41 0.74  0.231
H: 0.28 1.16 -0.90  0.199
H: 2.50 0.99 -1.14  0.198
S: 3.07 -1.06 -0.08  0.046
Cl: -2.82 -0.94 -0.48  -0.061

---

Short version: <b> is the least stable of them.

---

<a>
Here is a 2-piece molecular cluster, C2H9N2O overall from the Open Molecules 2025 dataset. Energies are from ωB97M-V/def2-TZVPD.

Output
charge	+1

Last column: natural (NBO) charge in e.
CARTESIAN COORDINATES (ANGSTROEM)
C: 0.70 1.59 0.00  -0.160
C: -0.05 1.51 1.16  0.068
N: -0.53 0.32 1.40  -0.839
N: 0.71 0.23 -0.61  -0.742
H: 0.83 2.43 -0.77  0.259
H: -0.04 2.24 1.88  0.220
H: -0.42 -0.08 2.33  0.422
H: -1.27 -0.05 0.87  0.398
H: 0.26 0.13 -1.49  0.431
H: 0.07 -0.46 -0.10  0.475
H: 1.72 -0.11 -0.57  0.457
H: -1.22 -2.10 -1.65  0.477
H: -0.17 -3.22 -1.47  0.508
O: -0.60 -2.44 -1.00  -0.974

---

<b>
Here is a 3-piece molecular cluster, C2H9N2O overall from the Open Molecules 2025 dataset. Energies are from ωB97M-V/def2-TZVPD.

Output
charge	+1

Last column: natural (NBO) charge in e.
CARTESIAN COORDINATES (ANGSTROEM)
C: 1.20 -1.74 -1.31  -0.527
N: 0.48 -1.13 -0.24  0.090
C: 1.09 -1.17 0.95  0.135
N: 0.55 -0.46 1.89  -0.249
H: 2.19 -1.26 -1.37  0.299
H: 0.69 -1.54 -2.24  0.268
H: 1.32 -2.82 -1.14  0.307
H: -3.63 4.35 -2.39  0.008
H: 1.96 -1.83 1.09  0.203
H: -2.93 4.28 -2.14  -0.008
H: 1.19 -0.10 2.61  0.412
H: -0.78 0.52 1.43  0.472
H: -2.02 1.62 1.72  0.502
O: -1.32 1.28 1.16  -0.912

---

Short version: <b> is the least stable of them.